w | Here is C24H32N4O5 in the gas phase from the OMol25 dataset. Energies are from ωB97M-V/def2-TZVPD.

Positions of all 65 atoms, in Å:
1 C -1.0363 3.1393 -3.3487
2 C -1.6737 3.7062 -2.0840
3 C -2.6498 2.7354 -1.4059
4 C -2.0463 1.9145 -0.2666
5 C -0.9094 0.9984 -0.7287
6 N -0.6468 -0.0400 0.2367
7 C 0.0634 0.0040 1.3822
8 N 0.0603 -1.1538 2.0264
9 C -0.6857 -1.9842 1.2703
10 C -1.1458 -1.3207 0.1401
11 C -1.9288 -1.9753 -0.8605
12 O -2.3751 -1.5241 -1.8973
13 N -2.1439 -3.3044 -0.4979
14 C -1.7195 -4.0050 0.6199
15 O -1.9964 -5.1735 0.7702
16 N -0.9675 -3.2924 1.5234
17 C -0.5150 -3.9341 2.7446
18 C -1.6488 -4.0959 3.7592
19 C -2.2894 -2.7767 4.1900
20 C -1.3291 -1.8609 4.9408
21 H -1.8646 -0.9997 5.3343
22 H -0.8728 -2.3899 5.7747
23 H -0.5464 -1.5004 4.2783
24 H -3.1424 -3.0085 4.8320
25 H -2.6749 -2.2537 3.3116
26 H -1.2434 -4.6063 4.6348
27 H -2.4106 -4.7400 3.3163
28 H -0.1315 -4.9228 2.4795
29 H 0.2878 -3.3158 3.1443
30 H -2.6881 -3.8562 -1.1518
31 C 0.8099 1.1851 1.8919
32 H 0.4350 1.4273 2.8889
33 H 0.6569 2.0448 1.2404
34 C 2.3089 0.8687 2.0018
35 C 2.9698 0.7909 0.6436
36 O 4.0267 1.2854 0.3665
37 O 2.2211 0.0737 -0.2134
38 C 2.5658 0.0974 -1.5622
39 C 2.8508 -1.0828 -2.2181
40 C 3.1648 -1.0598 -3.5671
41 C 3.2023 0.1463 -4.2403
42 C 2.9090 1.3330 -3.5882
43 C 2.5726 1.3247 -2.2416
44 O 2.2084 2.4168 -1.5110
45 C 2.4828 3.6935 -2.0401
46 H 2.2453 4.3985 -1.2449
47 H 1.8588 3.9079 -2.9126
48 H 3.5384 3.7905 -2.3059
49 H 2.9368 2.2608 -4.1367
50 H 3.4587 0.1728 -5.2883
51 H 3.3881 -1.9804 -4.0823
52 H 2.8291 -2.0065 -1.6615
53 H 2.8271 1.6332 2.5807
54 H 2.4273 -0.0950 2.5009
55 H 0.0064 1.5666 -0.9000
56 H -1.2066 0.4966 -1.6521
57 H -1.6913 2.5813 0.5231
58 H -2.8364 1.2895 0.1574
59 H -3.0587 2.0531 -2.1528
60 H -3.4848 3.3028 -0.9894
61 H -0.8941 3.9982 -1.3771
62 H -2.2159 4.6136 -2.3592
63 H -0.4000 2.2861 -3.1317
64 H -1.8064 2.8185 -4.0465
65 H -0.4361 3.9031 -3.8404

Its structure (SMILES) is CCCCCn1c(CCC(=O)Oc2ccccc2OC)nc2c1c(=O)[nH]c(=O)n2CCCC. Its multiplicity is 1. For the frontier orbital gap, the calculation gives 0.323 hartree.

---

x | Here is C24H32N4O5 in the gas phase from the OMol25 dataset. Energies are from ωB97M-V/def2-TZVPD.

Positions of all 65 atoms, in Å:
1 C -5.5446 -2.2273 0.0070
2 C -5.4541 -0.9219 0.7893
3 C -4.4222 -0.9610 1.9182
4 C -2.9858 -1.2284 1.4706
5 C -2.4565 -0.1435 0.5294
6 N -1.0626 -0.3501 0.2350
7 C -0.5017 -1.0929 -0.7418
8 N 0.8214 -1.0814 -0.6938
9 C 1.1351 -0.2886 0.3492
10 C -0.0205 0.1770 0.9657
11 C 0.0282 1.1101 2.0449
12 O -0.8903 1.6411 2.6417
13 N 1.3523 1.4000 2.3648
14 C 2.5305 0.9672 1.7769
15 O 3.6045 1.3656 2.1651
16 N 2.3856 0.0754 0.7430
17 C 3.5506 -0.4434 0.0518
18 C 3.9351 -1.8257 0.5761
19 C 5.1588 -2.3741 -0.1521
20 C 5.5488 -3.7523 0.3674
21 H 6.4211 -4.1274 -0.1622
22 H 5.7847 -3.7071 1.4282
23 H 4.7325 -4.4573 0.2276
24 H 5.9952 -1.6850 -0.0184
25 H 4.9429 -2.4349 -1.2206
26 H 3.0895 -2.5019 0.4350
27 H 4.1451 -1.7547 1.6455
28 H 3.3027 -0.4992 -1.0096
29 H 4.3635 0.2666 0.2153
30 H 1.4879 2.0660 3.1173
31 C -1.2320 -1.7483 -1.8618
32 H -2.1396 -2.2405 -1.5109
33 H -0.5582 -2.4960 -2.2802
34 C -1.5864 -0.7200 -2.9631
35 C -0.4244 0.2513 -3.0943
36 O 0.4875 0.1419 -3.8648
37 O -0.5928 1.2182 -2.1849
38 C 0.4017 2.0523 -1.6964
39 C 1.7400 1.9795 -2.0277
40 C 2.6548 2.7854 -1.3656
41 C 2.2288 3.6515 -0.3795
42 C 0.8838 3.7412 -0.0528
43 C -0.0490 2.9514 -0.7079
44 O -1.3865 2.9460 -0.4733
45 C -1.9060 3.8246 0.5013
46 H -1.6404 4.8638 0.2879
47 H -1.5679 3.5497 1.5047
48 H -2.9877 3.7125 0.4442
49 H 0.5708 4.4204 0.7238
50 H 2.9423 4.2645 0.1490
51 H 3.7006 2.7220 -1.6205
52 H 2.0644 1.2897 -2.7889
53 H -1.7496 -1.2329 -3.9093
54 H -2.4767 -0.1548 -2.6880
55 H -2.5469 0.8317 1.0115
56 H -3.0125 -0.1312 -0.4080
57 H -2.3477 -1.2507 2.3568
58 H -2.9150 -2.2050 0.9877
59 H -4.7088 -1.7413 2.6268
60 H -4.4474 -0.0072 2.4491
61 H -5.2300 -0.1000 0.1071
62 H -6.4293 -0.7129 1.2348
63 H -4.6318 -2.4198 -0.5514
64 H -5.7178 -3.0633 0.6810
65 H -6.3676 -2.1845 -0.7026

Its structure (SMILES) is CCCCCn1c(CCC(=O)Oc2ccccc2OC)nc2c1c(=O)[nH]c(=O)n2CCCC. Its multiplicity is 1. For the frontier orbital gap, the calculation gives 0.318 hartree.

---

Which of them is least stable? Easy: w.

---

w | Here is C6H11P in the gas phase from the OMol25 dataset. Energies are from ωB97M-V/def2-TZVPD.

Positions of all 18 atoms, in Å:
1 C -0.0070 1.3869 1.5215
2 C -0.1624 1.2147 0.0798
3 C -0.6176 0.7031 2.5077
4 C 0.5284 -0.1788 -0.3970
5 C 1.4142 -1.1272 0.3972
6 C -1.1925 -0.6024 -2.4077
7 P -1.2647 -0.1723 -0.3072
8 H 0.5903 2.2573 1.7157
9 H 0.0698 1.9998 -0.6659
10 H -1.1461 -0.2257 2.3139
11 H -0.2182 0.9568 3.4360
12 H 0.7639 -0.0422 -1.4961
13 H 2.3611 -0.7202 0.5638
14 H 1.4470 -1.8995 -0.2388
15 H 0.9629 -1.5462 1.2792
16 H -2.2412 -0.9215 -2.9100
17 H -0.4412 -1.3805 -2.5130
18 H -0.8466 0.2980 -2.8793

Its structure (SMILES) is C=C[C@H]1[C@@H](C)P1C. Its multiplicity is 1. For the frontier orbital gap, the calculation gives 0.356 hartree.

---

x | Here is a molecular structure, C6H11P from the OMol25 dataset. Energies are from ωB97M-V/def2-TZVPD.

Positions of all 18 atoms, in Å:
1 C 1.1085 -0.5053 0.9634
2 C 1.1612 0.9810 0.5576
3 C -1.3329 -0.0592 0.8711
4 C -0.1895 -0.6881 0.1594
5 C -0.0376 0.7489 -0.3300
6 C -0.4121 -1.8916 -0.7169
7 P -0.8943 1.7019 -1.5731
8 H 1.9374 -1.0834 0.5626
9 H 1.0163 -0.6986 2.0303
10 H 1.0324 1.7024 1.3665
11 H 2.0536 1.2532 -0.0074
12 H -2.3037 -0.0798 0.4133
13 H -1.2320 0.3115 1.8715
14 H -1.2161 -1.6857 -1.4241
15 H -0.6813 -2.7573 -0.1118
16 H 0.4928 -2.1227 -1.2793
17 H 0.2255 1.9206 -2.3856
18 H -0.7283 2.9524 -0.9675

Its multiplicity is 1. For the frontier orbital gap, the calculation gives 0.342 hartree.

---

Which of them is least stable? Easy: w.

---

w | Here is C2HN5O in the gas phase from the OMol25 dataset. Energies are from ωB97M-V/def2-TZVPD.

Positions of all 9 atoms, in Å:
1 C -1.0369 -0.1195 0.2589
2 C 1.1932 0.7739 0.5758
3 H 1.6219 1.6520 1.2507
4 N -0.1529 -1.0444 0.9202
5 N 0.9706 -0.5883 1.0300
6 N 1.1732 0.9912 -0.6214
7 N 0.6664 0.0296 -1.5954
8 N -0.4962 -0.2950 -1.1178
9 O -2.2110 0.0963 0.4291

Its structure (SMILES) is O=c1nncnnn1. Its multiplicity is 1. For the frontier orbital gap, the calculation gives 0.288 hartree.

---

x | Here is C2HN5O in the gas phase from the OMol25 dataset. Energies are from ωB97M-V/def2-TZVPD.

Positions of all 9 atoms, in Å:
1 C -1.2323 0.2972 -0.0715
2 C 1.0843 -0.6117 0.3585
3 H 1.5294 -1.2631 1.1636
4 N -0.8168 -0.7613 -0.9282
5 N 0.3128 -1.2618 -0.6666
6 N 1.2255 0.6242 0.4446
7 N 0.5592 1.5115 -0.4654
8 N -0.6363 1.4836 -0.5540
9 O -2.0259 -0.0186 0.7192

Its structure (SMILES) is O=c1nncnnn1. Its multiplicity is 1. For the frontier orbital gap, the calculation gives 0.322 hartree.

---

Which of them is least stable? Easy: w.

---

w | Here is C9H12N2OS in the gas phase from the OMol25 dataset. Energies are from ωB97M-V/def2-TZVPD.

Positions of all 25 atoms, in Å:
1 C 2.6088 -2.2866 -1.1605
2 C 0.4597 1.8350 -0.0410
3 C 1.0373 0.6535 0.1978
4 C -1.8914 0.9647 0.0661
5 C -1.2327 -0.3045 -0.3668
6 C 2.1332 -1.6734 -0.0089
7 C -0.9821 2.0955 -0.2685
8 C 0.0834 -0.5579 0.3593
9 C -0.2182 -0.7929 1.8373
10 N 2.8842 -2.7556 -2.2006
11 N 0.7052 -1.6528 -0.2209
12 O -1.0845 2.5761 -1.6019
13 S 2.7537 0.1726 -0.1037
14 H 1.1100 2.7291 -0.2357
15 H -2.9177 1.1978 -0.4344
16 H -2.2802 0.8768 1.1461
17 H -1.9232 -1.1192 -0.0803
18 H -1.2915 -0.3258 -1.4720
19 H 2.5461 -2.0067 0.9036
20 H -1.1972 3.0289 0.2940
21 H -0.3600 0.1611 2.4064
22 H 0.5736 -1.3544 2.2874
23 H -1.1270 -1.3611 2.0746
24 H 0.3664 -1.8788 -1.1598
25 H -0.7558 1.7785 -2.2177

Its structure (SMILES) is C[C@@]12CC[C@H](O)C=C1S[C@H](C#N)N2. Its multiplicity is 1. For the frontier orbital gap, the calculation gives 0.338 hartree.

---

x | Here is C9H12N2OS in the gas phase from the OMol25 dataset. Energies are from ωB97M-V/def2-TZVPD.

Positions of all 25 atoms, in Å:
1 C -3.9750 1.0686 -0.0823
2 C -2.5111 1.2442 0.2834
3 C -2.2139 -1.1562 0.0892
4 C -3.7031 -1.2166 -0.2192
5 C 0.4862 -0.4869 -0.0811
6 C 1.9060 -0.1524 -0.0562
7 C 2.4463 1.1770 -0.1047
8 C 3.8029 1.1834 -0.0300
9 C 2.8825 -1.0863 0.0536
10 H -4.6043 1.8228 0.3878
11 H -4.1041 1.1526 -1.1790
12 H -2.1166 2.1831 -0.1131
13 H -2.3979 1.2316 1.3885
14 H -1.7266 -1.9548 -0.5060
15 H -2.0199 -1.3392 1.1534
16 H -4.1560 -2.1386 0.1460
17 H -3.8011 -1.1568 -1.3299
18 H 0.2057 -1.5440 0.0177
19 H 1.8036 2.0564 -0.1820
20 H 4.4434 2.0336 -0.1063
21 H 2.7701 -2.1667 0.1259
22 N -1.7170 0.1539 -0.3051
23 N -0.3912 0.4382 -0.2084
24 O -4.4439 -0.1700 0.3762
25 S 4.4554 -0.4008 0.1041

Its structure (SMILES) is C(=N\N1CCOCC1)/c1ccsc1. Its multiplicity is 1. For the frontier orbital gap, the calculation gives 0.324 hartree.

---

Which of them is least stable? Easy: w.